Entry 1:
Molecular formula: C7H15NO
Method: DFT, the ωB97M-V functional and the def2-TZVPD basis

Structure (XYZ):
```
24
Properties=species:S:1:pos:R:3:forces:R:3:lowdin_spin:R:1
O 1.774338 1.911723 -1.395105 -0.121 -0.588 0.424 -0.001
N 1.015888 -0.027380 0.861801 -0.658 -0.028 -1.451 0.312
C 1.764943 -1.583816 -0.890451 -0.028 -0.041 0.170 0.015
C -3.587710 1.093089 -0.093054 0.119 0.960 0.291 0.027
C -0.293149 -0.088282 1.059383 0.780 -0.304 0.436 0.121
C -2.559290 0.920900 1.045232 -1.367 1.013 0.453 0.072
C 1.756162 -1.267146 0.579951 0.629 -0.554 0.800 0.023
C -1.172463 0.879489 0.618297 -0.035 -0.156 0.794 0.367
C 1.220347 -2.695519 -1.359016 0.204 -0.407 0.069 0.007
H 1.321767 2.644389 -0.967337 0.345 0.401 -0.180 0.000
H -4.487326 1.608625 0.248184 -0.047 -0.476 0.372 0.000
H -0.811799 1.731767 0.053560 0.082 -0.164 -0.212 0.013
H 2.751547 -1.217471 1.011678 0.325 0.524 -0.260 0.004
H 1.238353 -3.024147 -2.389844 0.142 0.394 -0.106 0.001
H -3.223974 1.814931 -0.835703 0.221 -0.630 -0.207 0.000
H 1.327720 -2.075549 1.159918 -0.560 -0.124 -0.034 0.000
H 1.274441 0.760751 0.264496 0.516 0.064 -0.020 0.004
H -3.838464 0.124929 -0.487348 -0.113 -0.159 -0.558 0.002
H 2.722440 2.005722 -1.230386 -0.177 0.337 -0.082 0.000
H -0.592306 -0.970329 1.607224 -0.528 -0.055 -0.066 0.001
H 0.808595 -3.440128 -0.690421 -0.246 0.116 0.193 0.001
H 2.288549 -0.873075 -1.511685 -0.105 0.071 -0.277 0.000
H -2.618610 1.846489 1.630613 0.137 0.454 -0.059 0.031
H -2.905082 0.227324 1.815997 0.483 -0.648 -0.490 0.000
```
Positions in Å, forces in eV/Å.

Calculated values
net charge: +1
2S+1: 2
HOMO (spin up / spin down): -0.5025 / -0.5086 Eh
LUMO level (spin up / spin down): -2.97 / -6.51 eV
E: -11031.179 eV

=====

Entry 2:
Molecular formula: C7H15NO2
Method: DFT, the ωB97M-V functional and the def2-TZVPD basis

Structure (XYZ):
```
25
Properties=species:S:1:pos:R:3:forces:R:3:lowdin_charge:R:1
O -1.907772 -1.432953 -0.248380 0.098 -0.015 -0.102 -0.025
O 0.580120 -2.226844 -0.053296 0.107 1.172 -0.021 0.000
N -2.780803 0.995385 0.436022 -0.206 0.019 0.243 0.036
C 1.318003 -0.579727 1.525648 0.431 0.533 -0.681 -0.009
C 2.205204 -0.064178 -1.538784 -0.097 -0.282 0.473 -0.099
C 0.734003 0.194384 -1.356930 -0.118 1.980 -0.945 -0.252
C 0.375365 -1.112046 0.460666 -0.896 -2.182 1.559 -0.452
C -1.510618 0.646714 0.902598 1.684 1.087 -1.105 -0.249
C -1.143460 -0.811937 0.749690 0.470 0.337 -0.659 -0.319
C 0.250771 1.451654 -1.019812 1.153 -1.166 -1.433 -0.034
H -3.302810 1.693920 0.947460 -0.084 -0.474 -0.700 0.086
H -3.081972 0.493211 -0.388542 -0.453 0.430 0.434 0.086
H 0.993657 -0.910629 2.511406 -0.130 -0.131 -0.044 0.092
H -1.300091 -2.100556 -0.629395 -0.158 0.101 0.155 0.095
H 2.504234 0.129604 -2.574130 -0.104 0.044 0.108 0.081
H 0.093354 -0.408943 -1.990613 -0.137 -0.137 0.213 0.115
H 2.418980 -1.109747 -1.324933 0.172 -0.095 0.017 0.068
H -1.296557 1.043325 1.894897 -0.168 -0.181 0.083 0.128
H 2.808374 0.566530 -0.883916 0.045 0.018 -0.019 0.078
H -1.316075 -1.294880 1.724254 0.201 -0.084 -0.064 0.161
H -0.604858 1.867654 -1.544568 -0.348 -0.175 0.428 0.089
H -0.659414 1.207098 0.169932 -1.337 -0.715 1.758 0.067
H 1.348447 0.509499 1.530783 -0.082 0.088 0.049 0.081
H 0.946920 2.197260 -0.645451 -0.032 -0.077 0.242 0.091
H 2.327000 -0.943799 1.345393 -0.011 -0.097 0.010 0.087
```
Positions in Å, forces in eV/Å.

Calculated values
SMILES string: CC(=O)[C@H](O)CN.C=CC
net charge: 0
relative energy (zero: lowest compared OMol25 entry of this formula, charge and spin): 4.074 eV
HOMO: -0.2785 Eh
LUMO level: 0.15 eV
E: -13084.208 eV

=====

Entry 3:
Molecular formula: C7H15NO2
Method: DFT, the ωB97M-V functional and the def2-TZVPD basis

Structure (XYZ):
```
25
Properties=species:S:1:pos:R:3:forces:R:3:lowdin_charge:R:1
O 2.610186 0.234916 -0.478982 -0.657 0.047 0.993 0.085
O 2.112986 -1.311574 1.045288 0.262 -0.202 -0.394 0.083
N -2.371504 0.240386 -0.269012 -0.486 0.733 0.171 0.098
C 1.294186 0.864256 1.486518 -0.130 0.313 -0.281 -0.152
C 2.051986 -0.052494 0.563978 0.515 -0.066 -0.792 -0.537
C -0.312854 0.021686 -2.422802 -0.058 -0.041 -0.100 -0.111
C -0.548174 -0.933154 -1.296932 -0.051 -0.264 0.177 -0.163
C 0.938316 2.187066 0.829728 -0.110 0.378 -0.133 -0.090
C -1.484864 -0.811214 -0.340592 1.586 -0.838 -0.019 -0.446
C -1.575574 -1.843534 0.757818 -0.155 0.026 -0.026 -0.053
H 0.118646 -1.792514 -1.275642 -0.274 0.036 0.221 0.098
H -2.385054 -2.549154 0.547348 0.001 0.070 0.156 0.080
H -2.092824 1.059546 -0.802152 -0.199 -0.224 0.188 0.081
H -0.643634 -2.408914 0.866478 -0.194 0.177 -0.194 0.073
H -1.774134 -1.367264 1.724428 -0.077 -0.055 -0.048 0.071
H 0.124526 0.954386 -2.054512 -0.010 0.112 -0.155 0.062
H 0.375206 0.368226 1.815388 0.303 -0.151 0.090 0.111
H 0.051056 2.079906 0.197938 0.152 -0.008 0.025 0.057
H 0.393116 -0.414764 -3.136842 -0.128 0.197 0.108 0.074
H 0.711526 2.938386 1.592528 -0.004 -0.095 -0.115 0.075
H 1.748946 2.570336 0.202438 -0.081 -0.133 0.149 0.081
H 1.925416 1.044646 2.362048 -0.038 -0.219 -0.012 0.127
H 2.641346 -1.791184 0.373538 -0.259 0.080 0.430 0.135
H -1.238364 0.240736 -2.962852 0.042 0.136 -0.034 0.072
H -2.670454 0.471296 0.674848 0.049 -0.010 -0.405 0.090
```
Positions in Å, forces in eV/Å.

Calculated values
SMILES string: C/C=C(/C)N.CCC(=O)O
net charge: 0
relative energy (zero: lowest compared OMol25 entry of this formula, charge and spin): 0.613 eV
HOMO: -0.2886 Eh
LUMO level: 0.79 eV
E: -13087.669 eV

=====

Entry 4:
Molecular formula: C7H15NO2P
Method: DFT, the ωB97M-V functional and the def2-TZVPD basis

Structure (XYZ):
```
26
Properties=species:S:1:pos:R:3:forces:R:3:lowdin_charge:R:1
P -2.436288 0.409548 -0.133083 -0.242 0.809 -0.668 0.879
O -1.107965 -0.278304 -0.927993 -0.725 0.478 0.065 -0.270
O -2.287430 -0.339759 1.310008 0.191 0.782 -0.307 -0.252
N 0.812001 0.592416 0.007949 0.015 -0.212 0.131 -0.317
C 1.132030 1.096835 -1.315687 4.806 -1.177 -2.517 0.005
C -0.660388 -2.968384 -0.483397 -0.553 2.023 -0.499 -0.023
C 0.294902 1.657325 0.859848 -6.558 -1.042 -0.960 0.046
C -0.049504 -0.625077 -0.185561 -0.184 1.226 -0.564 -0.388
C 2.051521 0.253108 0.654300 3.627 -2.082 1.004 -0.051
C 0.251328 -1.871608 0.050716 0.211 -1.012 0.363 -0.028
C -1.736314 2.051772 0.253509 2.150 0.219 0.903 -0.165
H -0.758546 -3.770315 0.183433 -0.065 -1.137 0.968 0.066
H -0.119055 -3.278394 -1.344289 0.203 -0.817 -0.954 0.082
H 1.220003 -2.147379 0.482168 -0.770 -0.131 0.032 0.120
H 0.844701 2.056862 -1.601025 -0.722 1.779 0.472 0.089
H 2.372732 -0.819838 0.254251 0.172 2.940 0.436 0.150
H 0.790677 0.482689 -2.123889 -0.486 -0.674 0.001 0.108
H 2.832886 1.119739 0.667205 -1.426 -1.760 -0.763 0.163
H -1.683213 -2.633469 -0.839203 1.361 -0.184 0.595 0.107
H 2.340773 1.024176 -1.437931 -3.014 0.462 0.246 0.172
H -2.320944 2.524926 1.153413 1.472 -0.622 -1.761 0.093
H 1.908994 0.086913 1.710494 -0.517 -0.207 0.365 0.104
H 0.699176 2.567913 0.595823 1.127 1.760 0.347 0.085
H -0.010059 1.247192 1.806163 0.679 0.551 0.550 0.111
H -1.636592 2.708843 -0.689969 -0.302 -0.972 1.726 0.072
H -2.745415 -1.147722 1.092745 -0.450 -0.998 0.789 0.040
```
Positions in Å, forces in eV/Å.

Calculated values
net charge: +1
relative energy (zero: lowest compared OMol25 entry of this formula, charge and spin): 4.511 eV
HOMO: -0.4652 Eh
LUMO level: -3.24 eV
E: -22365.975 eV

=====

Entry 5:
Molecular formula: C7H15NO3
Method: DFT, the ωB97M-V functional and the def2-TZVPD basis

Structure (XYZ):
```
26
Properties=species:S:1:pos:R:3:forces:R:3:lowdin_charge:R:1
O -1.672090 -1.119437 -1.397287 -1.416 0.662 -1.358 0.076
O -1.617355 -2.003742 0.602957 -0.884 -1.687 1.313 0.170
O -0.822929 1.336709 -1.541792 -0.205 -1.066 -3.521 -0.040
N 1.041788 -0.446943 -0.520321 0.313 -0.638 -1.084 -0.223
C -0.690225 1.380599 -0.225822 2.210 -0.405 4.945 -0.370
C -0.149201 -0.171542 0.272177 -0.132 2.387 1.515 -0.277
C 0.201065 -0.074112 1.885698 -3.397 -0.003 -4.486 0.035
C 1.119449 -1.782008 -1.123296 -2.096 -1.418 0.632 -0.077
C -1.979224 1.937279 0.465133 2.987 -0.213 0.356 -0.005
C -1.247354 -1.167009 -0.131714 1.325 1.701 0.149 -0.543
C 2.347893 -0.145233 0.053069 -1.830 1.780 3.269 -0.085
H -2.344344 2.656249 -0.184223 -0.924 1.466 -1.346 0.055
H -0.259722 0.549322 -1.753927 0.498 1.133 -0.649 0.106
H 2.569447 -0.855348 0.920748 0.210 0.857 -1.206 0.114
H -1.690079 2.459576 1.358035 0.238 0.267 0.529 0.074
H 3.079060 -0.074210 -0.675192 1.467 -0.679 -1.560 0.055
H -2.757215 1.303815 0.757903 -1.003 -1.610 0.016 0.065
H -1.770407 -0.210422 -1.809959 0.324 -0.974 1.032 0.135
H 0.724418 0.815193 1.880647 1.185 1.723 0.869 0.038
H 1.174675 -2.660551 -0.367166 -0.083 1.357 -0.806 0.124
H 0.700674 -0.911157 2.180145 1.518 -2.120 0.947 0.044
H 0.261236 2.073053 0.034421 -2.014 -1.195 -0.162 0.170
H 2.366733 0.933650 0.452630 -0.256 -1.561 -0.211 0.109
H -0.762716 -0.028801 2.339306 -0.480 0.258 0.753 0.076
H 1.998231 -1.847490 -1.718771 0.611 0.034 -0.638 0.069
H 0.178187 -1.947435 -1.753408 1.835 -0.057 0.703 0.105
```
Positions in Å, forces in eV/Å.

Calculated values
SMILES string: C[C@H](O)[C@@](C)(C(=O)O)N(C)C
net charge: 0
relative energy (zero: lowest compared OMol25 entry of this formula, charge and spin): 2.139 eV
HOMO: -0.3239 Eh
LUMO level: 0.73 eV
E: -15132.715 eV

=====

Entry 6:
Molecular formula: C7H15NSi
Method: DFT, the ωB97M-V functional and the def2-TZVPD basis

Structure (XYZ):
```
24
Properties=species:S:1:pos:R:3:forces:R:3:lowdin_charge:R:1
Si -1.451675 -0.608337 -0.034747 0.141 1.621 -2.872 0.640
N 1.339359 -0.821885 -0.289599 1.773 1.918 0.530 0.030
C 2.222368 0.122808 -0.114575 -0.443 -4.664 -4.251 -0.163
C 0.517042 -1.396679 1.846303 -0.075 -1.136 0.195 -0.011
C -1.838929 -1.354655 -1.799050 -0.035 1.721 1.555 -0.196
C 0.259408 -0.982986 0.562703 0.843 -0.460 2.539 -0.473
C -1.619429 1.303360 -0.193607 -2.981 -0.229 1.581 -0.337
C -1.602191 2.018378 1.208545 2.511 0.105 -0.348 -0.194
C 3.478274 0.004927 -0.978440 -0.225 -0.635 -0.148 -0.085
H 3.537052 0.803543 -1.753583 0.103 -0.493 0.630 0.078
H -2.378445 -1.121948 0.854325 -1.332 -0.617 1.695 -0.024
H 2.202434 0.998337 0.414968 -0.794 1.912 2.141 0.086
H -2.194429 -2.377421 -1.621633 -0.403 0.476 -0.752 0.020
H 3.646104 -1.018470 -1.443554 -0.698 1.336 0.507 0.093
H -0.819016 -1.387843 -2.086084 1.090 -0.413 -1.053 -0.025
H -1.934663 3.074634 1.182942 -0.506 -0.800 0.037 0.065
H 1.535083 -1.777198 2.235065 -1.468 1.073 -0.999 0.081
H -2.352932 -0.574628 -2.464277 0.252 -1.710 1.004 0.055
H -2.766443 1.456835 -0.321417 1.687 -0.575 -0.987 0.088
H 4.260883 0.110169 -0.239341 0.755 0.389 -0.125 0.055
H -0.301496 -1.664426 2.564401 0.614 0.502 -0.923 0.048
H -0.557870 2.131102 1.597042 -0.589 -0.344 -0.174 0.058
H -1.073016 1.720420 -1.038702 -0.002 0.284 0.264 0.057
H -2.107479 1.341960 1.912305 -0.219 0.740 -0.042 0.055
```
Positions in Å, forces in eV/Å.

Calculated values
SMILES string: C=C(/N=C/C)[Si@H](C)CC
net charge: 0
relative energy (zero: lowest compared OMol25 entry of this formula, charge and spin): 1.491 eV
HOMO: -0.3199 Eh
LUMO level: 1.01 eV
E: -16867.719 eV

=====

Entry 7:
Molecular formula: C7H15P
Method: DFT, the ωB97M-V functional and the def2-TZVPD basis

Structure (XYZ):
```
23
Properties=species:S:1:pos:R:3:forces:R:3:lowdin_charge:R:1
P -1.635687 -0.025220 -0.434602 -0.234 -0.164 0.489 0.835
C 2.501189 -0.372174 -0.888872 0.094 -0.012 0.014 -0.111
C -1.545999 -1.764476 0.221088 0.086 0.304 -0.297 -0.325
C -4.254321 0.892639 -0.684801 -0.128 0.036 0.020 -0.073
C -3.360968 0.294584 0.083638 0.328 -0.110 -0.102 -0.420
C -0.804565 0.856311 0.991621 0.087 -0.043 -0.406 -0.308
C 4.663375 0.666370 -0.229791 0.129 0.077 0.115 -0.021
C 3.503011 0.131880 0.099407 -0.208 -0.061 -0.037 -0.248
H 3.229934 0.020083 1.141598 0.101 -0.007 0.144 0.090
H 5.372962 0.994043 0.510817 0.100 0.063 0.162 0.046
H -2.163219 -2.410753 -0.400733 -0.013 -0.041 -0.022 0.029
H 2.604818 -1.452093 -0.996061 -0.128 -0.112 -0.006 0.077
H -1.510316 1.513249 1.495483 -0.024 -0.017 0.056 0.028
H -0.391126 0.144574 1.702317 -0.001 -0.025 0.109 0.029
H 1.488715 -0.161015 -0.553725 -0.134 -0.009 -0.074 0.029
H 2.651366 0.076332 -1.868386 -0.019 0.013 -0.071 0.076
H 0.006943 1.469460 0.603592 0.064 0.048 0.063 0.012
H -3.622991 -0.028947 1.086567 -0.130 0.026 0.104 0.066
H 4.948930 0.787697 -1.261361 0.045 0.039 -0.254 0.053
H -5.259590 1.088015 -0.345179 -0.173 0.008 0.080 0.047
H -4.016151 1.216398 -1.684500 0.114 0.050 -0.216 0.040
H -1.889882 -1.823064 1.252129 -0.010 -0.004 0.089 0.032
H -0.516434 -2.113886 0.159746 0.053 -0.058 0.039 0.020
```
Positions in Å, forces in eV/Å.

Calculated values
SMILES string: C=CP(C)C.C=CC
net charge: 0
relative energy (zero: lowest compared OMol25 entry of this formula, charge and spin): 0.200 eV
HOMO: -0.3246 Eh
LUMO level: 1.11 eV
E: -16789.442 eV

=====

Entry 8:
Molecular formula: C7H16AlClIN2O3P
Method: DFT, the ωB97M-V functional and the def2-TZVPD basis

Structure (XYZ):
```
32
Properties=species:S:1:pos:R:3:forces:R:3:lowdin_charge:R:1
I 1.749654 -1.216031 -2.503264 0.629 -0.516 -0.658 1.171
Cl 2.471240 0.935194 -0.398892 -0.594 -0.293 0.262 0.326
P -0.474134 -2.070630 0.579889 -0.397 -0.484 1.698 0.790
Al 0.586289 -0.156983 -0.273434 0.402 0.922 0.711 -0.442
O -1.757242 0.237681 -2.567380 3.265 -0.983 2.947 0.231
O -0.149571 -3.146401 -3.908167 3.615 0.781 0.987 0.072
O -0.146197 0.966986 1.088721 0.389 -0.656 -1.380 -0.075
N -0.418992 2.883264 2.212912 0.443 -0.150 -0.985 0.235
N 0.072875 2.948416 -0.073039 -0.294 0.058 0.378 0.198
C -0.505190 -3.735552 -0.108128 0.416 0.058 -0.571 -0.203
C -0.144531 2.251182 1.054393 -0.031 0.397 1.038 -0.538
C -2.200418 -1.595954 0.805224 -0.423 0.112 -0.218 -0.210
C 2.212744 -3.724896 -4.236152 0.403 0.055 -0.383 -0.077
C 0.140258 -2.259153 2.288307 0.415 -0.084 -0.070 -0.206
C 1.030843 -2.971539 -3.714520 -3.558 -1.255 -1.265 -0.651
C -0.934321 0.049142 -1.781840 -3.564 1.647 -2.896 -0.041
H -0.043960 3.951273 -0.006024 0.208 -0.070 -0.293 0.143
H -0.961133 -4.425084 0.610208 0.029 0.247 -0.051 0.081
H 2.521346 -4.503023 -3.517273 -0.225 0.288 -0.168 0.116
H -0.249600 -3.186864 2.734587 0.072 0.354 -0.137 0.078
H 1.239115 -2.309076 2.263957 -0.298 -0.072 0.162 0.068
H -2.806863 -2.468317 1.081092 0.179 0.174 -0.054 0.085
H 0.700138 2.586294 -0.792353 -0.307 0.253 0.422 0.063
H -0.378530 2.323618 3.057962 -0.252 0.232 -0.193 0.146
H -0.159776 -1.392410 2.890301 0.070 -0.231 -0.164 0.062
H -0.260682 3.884169 2.284888 -0.108 -0.354 0.156 0.145
H 1.946874 -4.189719 -5.202075 -0.058 0.117 0.520 0.119
H -2.598384 -1.176686 -0.122821 -0.175 -0.126 0.114 0.045
H 3.065604 -3.049196 -4.392553 -0.262 -0.228 0.108 0.076
H 0.519118 -4.054466 -0.310631 -0.057 -0.112 0.016 0.063
H -2.285901 -0.838658 1.586558 0.055 -0.049 -0.074 0.067
H -1.067492 -3.753591 -1.044146 0.012 -0.031 0.042 0.063
```
Positions in Å, forces in eV/Å.

Calculated values
net charge: +2
relative energy (zero: lowest compared OMol25 entry of this formula, charge and spin): 0.000 eV
HOMO: -0.5962 Eh
LUMO level: -7.65 eV
E: -53139.428 eV